# 1
Formula: C18H22BrF6N4O3PY
Source: the Open Molecules 2025 dataset
Level of theory: ωB97M-V with the def2-TZVPD basis set

Values from the calculation:
Total charge ... +3
Energy relative to the best compared isomer or geometry (same formula, charge and spin) ... 31.8 kJ/mol
Kohn-Sham gap ... 0.2252 Eh
Max |F| ... 2.2 eV Å⁻¹
HOMO level ... -15.07 eV
LUMO energy ... -8.94 eV

Cartesian coordinates (Å):
1 C -1.2314 -2.6658 0.1794
2 H 2.6654 -2.2068 2.5437
3 F -0.2813 -3.8006 1.9564
4 C -2.8701 1.5032 -2.7806
5 C 4.6697 -1.2264 -0.0402
6 C 3.6140 -1.2473 0.8630
7 F -1.0751 -3.3291 -2.2082
8 C 0.6458 3.5225 0.5688
9 H -2.6214 -4.3499 -0.1565
10 C 5.3092 -3.4075 0.7483
11 Br 6.5329 -4.8259 0.6697
12 H 4.1764 -4.2026 2.3205
13 H -0.3206 3.5125 0.1143
14 O -1.4959 1.2722 -0.4576
15 C 2.4482 4.6427 1.6772
16 H 2.9359 5.5307 2.0737
17 F -0.1232 -4.7243 0.0092
18 C -2.5479 -3.4638 0.4346
19 O -3.9648 0.3334 -0.6754
20 C 3.1027 3.4126 1.6621
21 N 2.7292 -0.0514 0.8629
22 H -4.1693 -0.0508 -2.5287
23 H 4.2935 1.1351 1.3270
24 F 1.1310 -2.9810 0.4884
25 N -4.9988 2.5778 0.3213
26 F -0.1108 -1.3961 -1.5674
27 H -1.8505 1.4582 -3.1077
28 C 5.5285 -2.3203 -0.0947
29 C 3.4347 -2.2699 1.7637
30 C 1.2007 4.6840 1.0952
31 H -5.7558 3.1372 -0.0859
32 H -3.7924 3.8566 -0.9265
33 P -2.9241 1.3802 -0.9391
34 Y 0.2716 0.0394 0.2459
35 C -3.6483 2.9458 -0.2843
36 C -0.1105 -3.5784 0.6626
37 C 3.2537 1.0696 1.0856
38 N 1.2312 2.3314 0.5913
39 H 6.4022 -2.3198 -0.7374
40 H 4.1270 3.2690 2.0129
41 H -4.9878 2.6618 1.3431
42 C 2.4887 2.3096 1.1550
43 H -3.0889 -0.4236 -3.7600
44 H -3.2747 2.4094 -3.2613
45 H -2.5527 -3.7463 1.4975
46 H 4.7960 -0.3621 -0.7171
47 H -4.3471 0.6568 -4.0213
48 O -1.1441 -1.4435 0.8180
49 H 0.7532 5.6526 0.9862
50 F -2.3222 -1.6112 -1.6682
51 H -5.1201 1.5689 0.0811
52 C -1.2391 -2.3507 -1.3216
53 C 4.2924 -3.3574 1.6969
54 H -3.4012 -2.8193 0.2678
55 N -3.6499 0.3572 -3.3299
56 H -3.0139 3.3012 0.5462

=====

# 2
Formula: C18H22BrO3
Source: the Open Molecules 2025 dataset
Level of theory: ωB97M-V with the def2-TZVPD basis set

Values from the calculation:
Total charge ... -1
Energy relative to the best compared isomer or geometry (same formula, charge and spin) ... 1503.2 kJ/mol
Kohn-Sham gap ... 0.0986 Eh
Max |F| ... 8.0 eV Å⁻¹
HOMO level ... -2.38 eV
LUMO energy ... 0.31 eV

Cartesian coordinates (Å):
1 C -1.2503 1.3953 -0.5822
2 H -2.7791 -1.8534 -1.4673
3 H -1.6860 3.3438 -3.8850
4 H -2.4416 0.9516 -2.7187
5 Br 4.0036 1.1433 2.6132
6 C -1.2851 -3.6836 -1.1287
7 H -1.9109 -4.6416 -0.8724
8 H -0.8059 -2.7175 -3.9553
9 H -1.6429 -2.9669 1.1174
10 O -0.4228 5.4440 -2.0658
11 H 0.5326 1.0553 6.0083
12 C -0.9297 -2.7573 0.2039
13 C -0.3791 4.1157 -1.9334
14 C -2.2613 -2.7173 -2.0828
15 H -2.0841 -1.2351 -3.9145
16 H 1.1876 -1.0330 -0.5811
17 C 1.3705 -1.4314 0.5157
18 C 2.6876 1.9381 1.2952
19 C 0.6459 -2.9021 0.6920
20 H 4.1237 3.9394 0.9234
21 H 2.4265 5.2139 -0.9909
22 H 1.1862 -3.6965 0.0126
23 C 2.1115 4.1787 -0.4868
24 C 0.2820 0.4759 5.1035
25 C 0.6749 3.4205 -0.8374
26 C -1.7484 1.7324 -2.1424
27 H -0.7311 0.8576 4.8907
28 C 3.1011 3.4086 0.6192
29 H -3.0612 -3.3635 -2.6592
30 C 0.8464 -0.2944 1.5977
31 C -1.3821 -1.9443 -3.2689
32 O -2.0973 0.7265 0.2061
33 H -0.6023 -1.2542 -2.7002
34 H -0.3237 -3.8791 -1.7676
35 C 0.2343 1.9670 -0.1379
36 H 0.8689 1.0196 4.3437
37 H -1.0435 -1.6326 -0.1633
38 O 0.4354 -0.8385 5.1627
39 H 0.6446 -3.2492 1.8096
40 H -0.3076 -0.4248 1.7403
41 H 2.5340 -1.5856 0.7007
42 C 1.2433 1.1825 0.9237
43 H 1.3829 -0.4581 2.6421
44 C -1.3473 3.0502 -2.7798

=====

# 3
Formula: C18H22Cl3N3O5PPtSi
Source: the Open Molecules 2025 dataset
Level of theory: ωB97M-V with the def2-TZVPD basis set

Values from the calculation:
Total charge ... +1
Energy relative to the best compared isomer or geometry (same formula, charge and spin) ... 8.5 kJ/mol
Kohn-Sham gap ... 0.2897 Eh
Max |F| ... 0.5 eV Å⁻¹
HOMO level ... -11.80 eV
LUMO energy ... -3.92 eV

Cartesian coordinates (Å):
1 N -0.5217 -1.8634 0.0305
2 H -2.3311 2.9278 1.9353
3 C 2.0626 -0.2688 2.6884
4 H 2.5340 0.6566 2.3847
5 O -1.3232 -6.5541 2.1044
6 H -0.7586 2.4072 1.3273
7 C -1.2674 -2.3830 -0.9195
8 O -0.2989 0.8252 -2.9491
9 H 0.4388 2.3782 -5.0313
10 C -1.7424 -4.3240 0.3974
11 H -2.5305 -4.0000 -1.5615
12 H 0.3626 -4.3858 4.5366
13 O -1.7691 1.4878 -1.0724
14 C -2.3344 2.4550 -0.1532
15 C -1.8350 2.2340 1.2558
16 H 0.4479 5.5033 -2.3161
17 Pt 0.6957 0.1370 -0.0006
18 H -1.1891 2.7924 -5.5694
19 H -1.1712 0.4869 -4.7307
20 O 0.0705 2.9882 -1.5955
21 O -1.3667 -5.9900 4.1866
22 H 3.0209 -0.3562 4.6048
23 C -0.6098 -4.4355 2.6714
24 H 1.9308 -2.5241 5.1986
25 C 1.7362 -2.0382 4.2511
26 N -1.1763 -5.7605 3.0126
27 H -3.4084 2.2981 -0.2250
28 C 2.3358 -0.8476 3.9303
29 C 0.6221 -1.9888 2.1187
30 H -1.3799 -1.7960 -1.8229
31 C -0.8983 -3.8117 1.4061
32 C -0.5832 2.5553 -4.6948
33 H -2.0585 1.2173 1.5876
34 Cl 3.9824 1.6517 0.4066
35 P -0.2349 1.4406 -1.5069
36 N 1.2410 -0.8202 1.8082
37 C 0.8537 -2.6352 3.3319
38 Cl 3.1258 0.8221 -2.6927
39 H 0.7994 5.3345 -0.5875
40 H 2.1118 5.6242 -1.7350
41 H -2.0982 3.4533 -0.5181
42 C -1.1426 1.3205 -4.0325
43 H 1.7231 3.3853 -2.7711
44 Si 2.8016 0.3861 -0.7183
45 C 0.1974 -3.8787 3.5964
46 C 1.1607 5.1120 -1.5909
47 C -0.3056 -2.5633 1.1657
48 C -1.9069 -3.6181 -0.7663
49 H -2.2326 -5.2754 0.5336
50 Cl 3.5548 -1.5119 -0.4418
51 C 1.3576 3.6286 -1.7745
52 H -0.5990 3.4171 -4.0298
53 H 2.0501 3.2278 -1.0311
54 H -2.1437 1.4767 -3.6320